1.
A structure of composition C2H5F2NO4S2 at a distorted geometry. Source: OMol25; level of theory: ωB97M-V/def2-TZVPD.

Geometry (Å):
C1 0.364 0.372 0.389
C2 -0.144 -0.475 1.522
N1 -0.564 0.467 -0.763
O1 -1.350 2.029 4.899
O2 -3.431 2.046 3.583
O3 -1.325 1.647 2.450
O4 -1.965 -0.526 3.307
F1 -1.685 3.734 3.229
F2 -2.930 0.408 1.273
S1 -2.053 2.231 3.699
S2 -1.517 0.094 2.122
H1 0.640 1.486 0.765
H2 1.277 -0.065 0.092
H3 -0.262 -1.499 1.262
H4 -0.096 0.409 -1.740
H5 -1.187 -0.310 -0.753

ΔE to the lowest compared entry with this formula, charge and spin   0.0 kcal per mole
Lowest unoccupied orbital energy   0.12 eV
2S+1   1
Gap between HOMO and LUMO   10.171 eV
Highest occupied orbital energy   -0.3692 Eh
Max |F|   0.065 hartree/bohr

2.
A structure of composition C2H5BBrCuO2 at a distorted geometry. Source: OMol25; level of theory: ωB97M-V/def2-TZVPD.

Geometry (Å):
Br1 -1.721 0.877 1.064
C1 -0.215 0.976 -0.308
C2 -0.188 -0.564 -0.882
O1 0.388 -1.208 0.345
B1 1.495 -0.242 0.667
O2 0.947 1.156 0.589
H1 -0.539 1.856 -1.007
H2 0.538 -0.823 -1.791
H3 -1.333 -0.853 -1.038
H4 2.077 -0.469 1.671
H5 2.264 -0.212 -0.252
Cu1 -3.713 -0.494 0.943

Net charge   +1
Lowest unoccupied orbital energy (spin up / spin down)   -6.05 / -7.34 eV
2S+1   2
Gap between HOMO and LUMO (spin up / spin down)   8.619 / 7.140 eV
<S²>   0.756
Highest occupied orbital energy (spin up / spin down)   -0.5389 / -0.5320 Eh
Max |F|   0.082 hartree/bohr

3.
A structure of composition C22H43N2P3SV at a distorted geometry. Source: OMol25; level of theory: ωB97M-V/def2-TZVPD.

Geometry (Å):
V1 0.054 -0.242 1.011
P1 1.969 1.240 1.400
P2 -1.203 1.308 2.616
P3 1.089 -1.227 -0.904
H1 -1.900 1.478 -0.071
C1 -1.556 0.500 -0.441
C2 -2.042 -0.691 0.206
H2 -2.904 -0.600 0.876
C3 1.894 2.780 0.406
C4 2.293 1.884 3.087
C5 3.659 0.637 1.022
C6 -3.032 1.183 2.734
C7 -0.820 1.144 4.408
C8 -1.070 3.118 2.345
C9 -0.091 -2.221 -1.888
C10 2.492 -2.387 -0.725
C11 1.704 0.073 -2.044
H3 -1.211 0.472 -1.482
H4 -1.930 -1.676 -0.261
H5 2.793 3.386 0.587
H6 1.003 3.357 0.676
H7 1.830 2.534 -0.656
H8 3.258 2.406 3.111
H9 2.341 1.049 3.793
H10 1.515 2.575 3.422
H11 4.378 1.447 1.222
H12 3.760 0.312 -0.014
H13 3.911 -0.201 1.678
H14 -3.422 2.043 3.297
H15 -3.300 0.264 3.259
H16 -3.487 1.180 1.744
H17 -1.306 1.944 4.986
H18 0.251 1.177 4.601
H19 -1.202 0.173 4.737
H20 -1.831 3.635 2.938
H21 -1.248 3.338 1.287
H22 -0.083 3.495 2.620
H23 0.398 -2.634 -2.782
H24 -0.950 -1.608 -2.193
H25 -0.467 -3.037 -1.255
H26 2.788 -2.768 -1.713
H27 2.184 -3.220 -0.082
H28 3.344 -1.886 -0.252
H29 2.044 -0.371 -2.988
H30 2.525 0.635 -1.588
H31 0.898 0.783 -2.256
C12 -1.257 0.124 -6.096
C13 -0.926 1.131 -7.021
C14 -1.905 1.622 -7.896
C15 -3.193 1.068 -7.893
C16 -3.498 0.007 -7.038
C17 -2.526 -0.483 -6.171
S1 -0.183 -0.468 -4.837
H32 0.575 0.592 -4.422
H33 0.090 1.536 -7.029
H34 -1.672 2.445 -8.568
H35 -3.960 1.466 -8.558
H36 -4.492 -0.436 -7.025
H37 -2.746 -1.323 -5.507
N1 -1.652 -1.799 3.383
C18 -0.335 -2.229 3.440
C19 0.027 -3.061 4.515
C20 1.333 -3.487 4.613
C21 2.244 -3.034 3.660
C22 1.834 -2.152 2.671
N2 0.541 -1.750 2.528
H38 -2.078 -1.655 2.463
H39 -2.261 -2.264 4.045
H40 -0.760 -3.358 5.207
H41 1.641 -4.159 5.419
H42 3.277 -3.342 3.683
H43 2.564 -1.766 1.958

ΔE to the lowest compared entry with this formula, charge and spin   8.1 kcal per mole
Net charge   +3
Lowest unoccupied orbital energy (spin up / spin down)   -12.07 / -11.96 eV
2S+1   3
Gap between HOMO and LUMO (spin up / spin down)   2.477 / 2.457 eV
<S²>   2.032
Highest occupied orbital energy (spin up / spin down)   -0.5345 / -0.5298 Eh
Max |F|   0.077 hartree/bohr

4.
A structure of composition C34H31F9N7O8SiW. Source: OMol25; level of theory: ωB97M-V/def2-TZVPD.

Geometry (Å):
W1 0.422 0.546 0.478
C1 0.446 1.699 4.592
C2 0.467 2.032 3.134
O1 0.252 1.012 2.336
C3 0.627 3.290 2.652
C4 0.352 3.645 1.312
C5 0.183 5.093 0.976
N1 0.129 2.729 0.396
N2 -0.458 3.204 -0.769
C6 -1.150 2.235 -1.248
O2 -1.201 1.098 -0.556
C7 -1.802 2.267 -2.562
C8 -1.601 3.362 -3.403
C9 -2.109 3.339 -4.690
C10 -2.815 2.230 -5.141
C11 -3.026 1.146 -4.300
C12 -2.520 1.161 -3.010
H1 0.246 0.640 4.733
H2 -0.314 2.287 5.108
H3 1.410 1.936 5.041
H4 0.806 4.087 3.359
H5 0.598 5.709 1.769
H6 -0.877 5.327 0.863
H7 0.660 5.325 0.027
H8 -1.037 4.213 -3.047
H9 -1.945 4.181 -5.349
H10 -3.198 2.210 -6.152
H11 -3.574 0.283 -4.654
H12 -2.665 0.313 -2.354
O3 0.404 -0.562 -5.422
C13 1.097 0.538 -5.152
O4 1.544 1.256 -6.002
C14 1.314 0.866 -3.712
C15 2.037 1.961 -3.255
N3 1.970 1.969 -1.925
N4 1.254 0.934 -1.480
C16 0.852 0.259 -2.553
C17 0.047 -0.931 -2.210
O5 -0.384 -1.705 -3.044
O6 -0.104 -1.030 -0.931
H13 0.107 -1.044 -4.616
H14 2.585 2.706 -3.809
H15 2.431 2.567 -1.251
F1 4.980 0.898 2.991
C18 3.729 1.255 2.711
F2 3.453 2.347 3.437
F3 2.908 0.287 3.115
C19 3.551 1.536 1.186
O7 2.271 1.512 0.724
C20 4.469 0.533 0.407
F4 4.042 0.399 -0.850
F5 4.429 -0.670 0.981
F6 5.736 0.922 0.372
C21 4.098 2.974 0.884
F7 3.241 3.916 1.269
F8 4.230 3.115 -0.453
F9 5.270 3.223 1.439
N5 -6.706 -7.540 0.667
C22 -6.080 -6.589 0.816
C23 -5.294 -5.397 1.000
C24 -4.691 -4.792 -0.099
C25 -3.939 -3.643 0.072
C26 -3.783 -3.121 1.347
C27 -4.376 -3.716 2.450
C28 -5.141 -4.855 2.273
N6 -2.983 -1.950 1.531
C29 -3.224 -0.902 2.396
C30 -2.197 -0.038 2.236
N7 -1.323 -0.552 1.293
C31 -1.841 -1.695 0.883
H16 -4.822 -5.214 -1.086
H17 -3.496 -3.154 -0.785
H18 -4.226 -3.311 3.442
H19 -5.609 -5.334 3.121
H20 -4.106 -0.850 3.008
H21 -2.043 0.911 2.713
H22 -1.421 -2.336 0.136
C32 0.574 -3.774 0.653
Si1 1.981 -2.561 0.763
C33 2.945 -2.701 -0.820
C34 2.898 -2.947 2.325
O8 1.435 -0.932 0.914
H23 1.058 -4.757 0.660
H24 0.016 -3.708 -0.283
H25 -0.106 -3.755 1.505
H26 2.864 -3.731 -1.174
H27 4.000 -2.463 -0.713
H28 2.533 -2.061 -1.603
H29 3.285 -3.968 2.266
H30 2.216 -2.908 3.177
H31 3.734 -2.283 2.527

ΔE to the lowest compared entry with this formula, charge and spin   0.0 kcal per mole
Net charge   +1
Lowest unoccupied orbital energy   -4.63 eV
2S+1   1
Gap between HOMO and LUMO   6.864 eV
Highest occupied orbital energy   -0.4225 Eh
Max |F|   0.014 hartree/bohr

5.
A cluster of 2 separate species, FHNOS in total at a distorted geometry. Source: OMol25; level of theory: ωB97M-V/def2-TZVPD.

Geometry (Å):
N1 0.449 -0.154 -0.419
O1 1.584 -0.656 -0.218
F1 0.369 1.500 0.353
S1 -0.840 -0.818 0.507
H1 -1.561 0.128 -0.224

ΔE to the lowest compared entry with this formula, charge and spin   48.0 kcal per mole
Net charge   -1
Lowest unoccupied orbital energy   3.98 eV
2S+1   1
Gap between HOMO and LUMO   7.169 eV
Highest occupied orbital energy   -0.1170 Eh
Max |F|   0.083 hartree/bohr

6.
An isolated molecule of C5H13N at a distorted geometry. Source: OMol25; level of theory: ωB97M-V/def2-TZVPD.

Geometry (Å):
C1 1.637 1.709 1.127
C2 1.129 0.302 1.113
N1 0.608 -0.199 -0.182
C3 -0.764 -0.726 -0.323
C4 -1.695 0.354 -0.886
C5 -0.729 -2.101 -1.009
H1 0.949 2.417 0.660
H2 1.713 2.048 2.200
H3 2.613 1.970 0.715
H4 0.428 0.174 1.942
H5 1.917 -0.441 1.268
H6 0.905 0.425 -0.920
H7 -0.919 -0.832 0.770
H8 -2.211 0.153 -1.812
H9 -1.092 1.254 -1.057
H10 -2.411 0.645 -0.147
H11 -1.481 -2.131 -1.819
H12 -0.876 -2.849 -0.213
H13 0.278 -2.170 -1.428

ΔE to the lowest compared entry with this formula, charge and spin   32.1 kcal per mole
Lowest unoccupied orbital energy   1.16 eV
Structure (SMILES)   CCNC(C)C
2S+1   1
Gap between HOMO and LUMO   9.283 eV
Highest occupied orbital energy   -0.2984 Eh
Max |F|   0.043 hartree/bohr

7.
A cluster of 2 separate species, C40H47N5O2S in total at a distorted geometry. Source: OMol25; level of theory: ωB97M-V/def2-TZVPD.

Geometry (Å):
C1 -0.691 2.822 0.737
N1 0.489 3.479 0.164
C2 0.402 4.858 0.008
S1 -0.998 5.696 0.377
N2 1.560 5.490 -0.412
C3 1.493 6.942 -0.602
C4 2.720 4.818 -0.852
O1 3.628 5.432 -1.421
C5 2.799 3.386 -0.541
C6 4.002 2.781 -0.757
C7 4.353 1.388 -0.737
C8 3.502 0.396 -1.264
C9 3.827 -0.943 -1.166
C10 5.030 -1.339 -0.503
N3 5.311 -2.664 -0.334
C11 4.548 -3.688 -1.030
C12 3.078 -3.331 -1.110
C13 2.896 -1.958 -1.741
C14 6.612 -3.112 0.125
C15 7.196 -2.174 1.159
C16 7.207 -0.734 0.651
C17 5.939 -0.340 -0.038
C18 5.617 0.996 -0.225
C19 1.724 2.798 0.265
O2 1.862 1.802 0.976
H1 -0.513 1.750 0.821
H2 -0.916 3.259 1.718
H3 -1.550 3.030 0.093
H4 2.473 7.293 -0.909
H5 0.739 7.191 -1.354
H6 1.177 7.399 0.337
H7 4.821 3.475 -0.953
H8 2.584 0.709 -1.771
H9 4.951 -3.847 -2.049
H10 4.702 -4.619 -0.472
H11 2.560 -4.094 -1.696
H12 2.651 -3.334 -0.100
H13 1.864 -1.616 -1.605
H14 3.043 -2.033 -2.830
H15 6.460 -4.108 0.552
H16 7.317 -3.220 -0.722
H17 6.604 -2.236 2.077
H18 8.210 -2.506 1.395
H19 7.381 -0.056 1.494
H20 8.064 -0.593 -0.026
H21 6.308 1.790 0.070
C20 1.103 -5.644 1.140
C21 -0.038 -4.672 1.095
C22 -0.333 -3.897 2.220
C23 -1.344 -2.937 2.192
C24 -1.643 -2.176 3.440
C25 -2.013 -2.694 0.976
N4 -3.017 -1.688 0.923
C26 -3.085 -0.643 0.053
N5 -4.230 0.037 0.321
C27 -4.630 1.258 -0.280
C28 -4.651 1.397 -1.682
C29 -4.312 0.238 -2.560
C30 -5.083 2.605 -2.237
C31 -5.485 3.674 -1.429
C32 -5.902 4.971 -2.058
C33 -5.496 3.510 -0.041
C34 -5.100 2.305 0.541
C35 -5.152 2.174 2.024
C36 -5.125 -0.722 1.233
C37 -4.343 -1.958 1.562
C38 -1.814 -3.550 -0.120
C39 -2.715 -3.462 -1.304
C40 -0.805 -4.516 -0.064
H22 1.133 -6.223 0.210
H23 2.064 -5.121 1.261
H24 1.000 -6.334 1.988
H25 0.238 -4.053 3.138
H26 -2.521 -1.542 3.315
H27 -1.819 -2.862 4.279
H28 -0.791 -1.546 3.727
H29 -4.419 0.534 -3.610
H30 -3.286 -0.112 -2.384
H31 -4.995 -0.611 -2.398
H32 -5.128 2.710 -3.326
H33 -6.121 5.705 -1.276
H34 -5.106 5.365 -2.706
H35 -6.799 4.838 -2.679
H36 -5.830 4.344 0.586
H37 -5.409 3.135 2.475
H38 -5.945 1.489 2.343
H39 -4.189 1.846 2.431
H40 -5.309 -0.174 2.152
H41 -6.086 -0.946 0.746
H42 -4.820 -2.845 1.116
H43 -4.226 -2.112 2.637
H44 -2.406 -4.218 -2.031
H45 -3.764 -3.669 -1.040
H46 -2.665 -2.473 -1.776
H47 -0.619 -5.170 -0.922

ΔE to the lowest compared entry with this formula, charge and spin   6.3 kcal per mole
Lowest unoccupied orbital energy   -0.61 eV
2S+1   1
Gap between HOMO and LUMO   6.755 eV
Highest occupied orbital energy   -0.2708 Eh
Max |F|   0.036 hartree/bohr

8.
A cluster of 2 separate species, CH2Cl2OSi in total at a distorted geometry. Source: OMol25; level of theory: ωB97M-V/def2-TZVPD.

Geometry (Å):
C1 0.823 0.815 1.758
O1 1.782 1.449 1.483
Si1 -0.483 -0.410 -1.189
Cl1 0.652 -0.886 -2.886
Cl2 -1.400 -2.064 -0.385
H1 0.383 0.710 2.725
H2 -1.758 0.385 -1.507

ΔE to the lowest compared entry with this formula, charge and spin   56.3 kcal per mole
Lowest unoccupied orbital energy (spin up / spin down)   -0.44 / -1.41 eV
2S+1   1
Gap between HOMO and LUMO (spin up / spin down)   8.013 / 7.456 eV
Highest occupied orbital energy (spin up / spin down)   -0.3107 / -0.3260 Eh
Max |F|   0.055 hartree/bohr